(1)
This record from the OMol25 dataset describes a cluster of 2 separate species, C4H13NO in total. The level of theory is ωB97M-V/def2-TZVPD.

The value obtained for the largest force on an atom is 3.43 eV Å⁻¹. Its highest occupied orbital energy is -0.337 Eh. For the LUMO energy, the calculation gives 0.88 eV. As for the SMILES: CNC(C)C.O. The value obtained for the HOMO-LUMO gap is 10.06 eV.

Each line ends with the Löwdin charge.
Element x y z (Å)
1 C -1.198 -0.872 -0.753  -0.0973
2 N 0.078 -0.752 0.026  -0.1385
3 C 0.921 0.475 -0.212  -0.3944
4 C 1.750 0.291 -1.530  -0.0857
5 C -0.067 1.710 -0.208  -0.0618
6 H -1.636 0.062 -0.872  0.0348
7 H -0.958 -1.422 -1.732  0.1096
8 H -1.771 -1.508 -0.136  0.0631
9 H 0.366 -1.632 -0.295  0.0795
10 H 1.794 0.417 0.627  0.1692
11 H 2.476 1.186 -1.692  0.1050
12 H 2.461 -0.502 -1.416  0.0520
13 H 0.981 0.161 -2.284  0.0622
14 H 0.452 2.705 -0.285  0.0885
15 H -0.768 1.649 -1.002  0.0420
16 H -0.506 1.750 0.822  0.0851
17 O -1.184 -0.790 2.534  -0.1431
18 H -1.669 0.040 2.426  0.0088
19 H -0.738 -0.946 1.603  0.0212


(2)
This record from the OMol25 dataset describes a cluster of 2 separate species, C4H13NO in total. The level of theory is ωB97M-V/def2-TZVPD.

The value obtained for the largest force on an atom is 3.71 eV Å⁻¹. Its highest occupied orbital energy is -0.336 Eh. For the LUMO energy, the calculation gives 0.84 eV. As for the SMILES: CCCNC.O. The value obtained for the HOMO-LUMO gap is 9.98 eV.

Each line ends with the Löwdin charge.
Element x y z (Å)
1 C -1.839 -1.743 0.520  -0.0980
2 C -1.187 -0.439 0.018  -0.2404
3 C 0.406 -0.445 -0.093  -0.2415
4 N 0.786 0.969 -0.023  -0.1455
5 C 0.514 1.561 1.286  -0.1504
6 H -2.414 -1.570 1.426  0.0661
7 H -2.479 -2.151 -0.257  0.0627
8 H -0.967 -2.382 0.663  0.0625
9 H -1.514 -0.037 -0.953  0.1117
10 H -1.402 0.290 0.803  0.0692
11 H 0.765 -0.872 0.850  0.0968
12 H 0.540 -1.151 -0.913  0.1120
13 H 1.795 1.085 -0.091  0.0887
14 H -0.429 2.095 1.242  0.0697
15 H 0.493 0.895 2.165  0.0878
16 H 1.241 2.325 1.561  0.0777
17 O 1.503 0.465 -2.897  -0.0571
18 H 2.369 0.450 -3.308  0.0320
19 H 1.817 0.653 -2.002  -0.0039


(3)
This record from the OMol25 dataset describes a cluster of 2 separate species, C4H13NO in total. The level of theory is ωB97M-V/def2-TZVPD.

The value obtained for the largest force on an atom is 1.78 eV Å⁻¹. Its highest occupied orbital energy is -0.301 Eh. For the LUMO energy, the calculation gives 0.88 eV. As for the SMILES: CNC(C)C.O. The value obtained for the HOMO-LUMO gap is 9.08 eV.

Each line ends with the Löwdin charge.
Element x y z (Å)
1 C 1.855 0.120 -0.584  -0.1498
2 N 0.889 0.291 0.477  -0.1093
3 C -0.422 -0.349 0.395  -0.4815
4 C -0.420 -1.625 1.215  -0.0791
5 C -0.929 -0.357 -1.035  -0.0739
6 H 2.047 -0.920 -0.899  0.0787
7 H 2.874 0.291 -0.221  0.0758
8 H 1.653 0.783 -1.432  0.0723
9 H 1.214 0.487 1.406  0.1034
10 H -1.109 0.257 1.027  0.1225
11 H -1.411 -2.091 1.312  0.0765
12 H -0.140 -1.279 2.216  0.0718
13 H 0.231 -2.426 0.872  0.0691
14 H -1.954 -0.645 -1.184  0.0762
15 H -0.350 -0.969 -1.753  0.0804
16 H -0.726 0.642 -1.444  0.0533
17 O -1.379 2.337 -0.256  -0.0638
18 H -1.485 3.071 0.355  0.0451
19 H -0.440 2.380 -0.468  0.0326


(4)
This record from the OMol25 dataset describes a cluster of 2 separate species, C4H13NO in total. The level of theory is ωB97M-V/def2-TZVPD.

The value obtained for the largest force on an atom is 2.08 eV Å⁻¹. Its highest occupied orbital energy is -0.351 Eh. For the LUMO energy, the calculation gives 0.91 eV. As for the SMILES: CCOCC.N. The value obtained for the HOMO-LUMO gap is 10.48 eV.

Each line ends with the Löwdin charge.
Element x y z (Å)
1 C -0.695 -1.072 2.629  -0.0794
2 C -0.573 -0.480 1.217  -0.2919
3 O -0.472 0.919 1.329  -0.1912
4 C -0.772 1.671 0.130  -0.2391
5 C 0.511 1.717 -0.691  -0.0777
6 H 0.223 -0.977 3.215  0.0717
7 H -1.520 -0.671 3.224  0.0737
8 H -0.944 -2.141 2.566  0.0718
9 H -1.537 -0.702 0.742  0.1127
10 H 0.285 -0.888 0.683  0.1089
11 H -1.049 2.648 0.511  0.1133
12 H -1.592 1.142 -0.373  0.1108
13 H 0.359 2.349 -1.566  0.0747
14 H 0.926 0.726 -0.872  0.0532
15 H 1.311 2.158 -0.089  0.0780
16 N 1.569 -1.323 -3.129  -0.0031
17 H 0.549 -1.244 -3.107  0.0055
18 H 1.690 -1.815 -4.015  0.0059
19 H 1.731 -2.017 -2.403  0.0023